A 12-piece molecular cluster, C34H65ClF12N10O16S4 overall at a distorted geometry. Source: OMol25; level of theory: ωB97M-V/def2-TZVPD.

Computed properties:
largest force on an atom = 3.027 eV Å⁻¹
HOMO level = -0.3682 Ha

The geometry in ORCA input format:
```
! wB97M-V def2-TZVPD RIJCOSX def2/J DEFGRID3
* xyz 2 1
H -3.747 3.389 -6.792
C 0.638 1.718 1.095
H 0.957 -0.400 -5.832
H 0.703 -0.001 7.631
H -3.089 4.436 -5.423
H -1.008 2.173 -7.583
C 0.350 1.463 5.048
H 0.913 3.645 -5.029
N -1.212 -4.960 -0.121
H -1.976 -4.218 7.359
C -1.055 -4.019 3.340
N 0.150 0.331 0.844
F 3.561 -0.779 2.930
H -1.300 4.583 -1.486
H 0.118 2.352 0.381
H -0.438 4.397 0.031
H 5.925 -2.531 -4.339
H -2.459 4.289 3.986
H -2.921 -4.013 -0.921
O 3.442 -4.170 -3.738
H 5.806 -3.668 -2.982
O -2.715 -3.058 -3.272
C -2.285 -4.123 -0.057
O 0.806 6.050 1.624
C -0.583 -1.816 7.754
O 6.158 -0.680 3.641
H 0.201 2.347 4.426
F 2.518 7.419 3.675
S 2.259 -3.151 0.665
H 0.415 2.711 -3.662
C 5.336 -2.816 -3.462
H 1.073 1.788 5.796
H 0.078 5.149 -3.323
H -0.670 -4.895 3.863
H -0.787 0.270 1.274
C 0.144 0.035 -0.589
C -4.917 3.290 3.444
H -1.802 1.429 5.130
N -1.289 -4.157 1.918
H -1.635 -5.965 -1.826
F 4.541 -3.718 -0.514
C -1.356 0.874 -4.702
O 1.584 -1.897 0.940
C 1.837 -1.735 -3.177
N -3.886 3.818 2.447
H -2.129 2.849 2.814
H 0.032 -6.076 -1.274
C -0.886 -0.967 -1.081
H -1.890 -0.667 -0.773
C -2.468 -3.356 6.914
H -1.518 -0.703 -7.569
F 4.725 -2.410 1.187
O -3.220 -2.852 -5.673
H -2.243 4.411 -6.870
O 2.301 4.132 1.869
C -2.881 3.771 -6.260
H -4.193 4.722 2.075
H 1.331 -0.817 -3.444
Cl -2.533 -0.023 2.658
H -5.677 1.220 3.040
H -0.198 -2.496 8.494
C -2.288 -3.555 1.173
C -0.397 4.890 -0.934
H -2.927 2.200 -3.851
H -0.428 -1.955 3.175
H 5.499 -1.926 -2.842
H -1.147 0.048 -4.036
C -0.122 -0.613 7.307
C -0.973 1.205 5.796
C -1.200 -4.517 -4.948
H -0.052 -1.633 -7.849
S 2.189 5.588 1.856
H -2.694 -1.040 5.423
H -3.984 3.235 1.613
H -6.216 2.492 1.889
F 3.648 5.567 4.060
H -2.041 -3.927 3.800
N -0.660 0.978 -5.854
C 1.122 3.476 -3.974
C 0.764 4.279 -1.649
C 3.891 -3.079 -3.711
H 2.233 -1.806 -2.163
F 1.503 5.683 4.447
C -2.467 3.867 2.988
H 2.753 -2.015 -5.071
H 0.727 0.639 4.449
N -1.029 -0.138 6.378
S -2.205 -2.935 -4.644
H -3.391 -3.173 7.464
H 3.572 -1.031 -4.065
C 4.000 -2.691 0.139
H -2.747 -3.663 5.908
H 0.721 0.522 -7.278
N 0.981 4.720 -3.121
H 0.938 -3.071 3.338
S 5.982 0.372 2.663
O 6.476 0.022 1.343
C -0.610 -4.976 1.050
O 1.735 -3.905 -0.497
F -1.973 -5.547 -4.647
H -0.126 -2.543 4.696
O 6.316 1.688 3.164
C -1.880 -1.122 6.127
F -0.930 -4.600 -6.250
H 1.713 1.806 0.969
H 1.210 -2.622 -3.246
N -1.645 -2.167 6.926
F 3.650 0.468 1.195
C 4.045 0.410 2.483
H -0.988 1.934 6.606
N 3.033 -1.896 -4.094
O 3.225 6.248 1.071
O 1.642 3.667 -1.177
H 1.738 5.406 -3.167
F 3.985 -1.614 -0.658
C -0.795 -5.389 -1.441
C -2.249 1.890 -4.627
O -4.858 3.638 4.566
F 0.003 -4.470 -4.335
C 2.512 6.082 3.647
C -5.891 2.281 2.907
H -0.928 -1.128 -2.156
C -0.673 -1.178 -7.075
H -3.018 -2.894 1.611
C -0.083 -2.878 3.655
N -2.086 2.657 -5.785
H 0.328 2.067 2.077
H -0.607 -1.893 -0.569
H -0.442 5.978 -0.959
H -0.558 -4.489 -1.995
H -0.874 -1.929 -6.315
F 3.470 1.389 3.169
C -1.147 2.033 -6.521
H 0.312 -5.483 1.290
C 0.186 -0.043 -6.515
O 2.364 -4.055 1.805
H 2.144 3.119 -3.885
H -6.731 2.403 3.596
H 0.662 -0.425 1.309
O 0.984 0.495 -1.297
H -1.942 4.513 2.285
O -1.196 -1.865 -4.731
*
```